Record 1
{
  "formula": "C11H10OS",
  "method": "wB97M-V/def2-TZVPD",
  "e_lumo_ev": [-0.661, -0.658],
  "largest_force_ev_per_a": 7.61,
  "spin_multiplicity": 1,
  "orbital_gap_ev": [7.3, 7.3],
  "relative_energy_kj_mol": 96.13,
  "e_homo_ev": [-7.97, -7.97],
  "species": ["C", "C", "C", "C", "C", "C", "C", "C", "C", "C", "C", "O", "S", "H", "H", "H", "H", "H", "H", "H", "H", "H", "H"],
  "positions_angstrom": [[0.386, -3.007, 0.080], [1.757, -2.843, -0.038], [-0.458, -1.914, 0.180], [2.305, -1.567, -0.004], [0.069, -0.623, 0.141], [1.463, -0.483, 0.075], [-0.660, 0.612, 0.185], [0.359, 1.821, 0.211], [-2.953, 0.065, -0.498], [-2.071, 0.848, 0.124], [0.020, 3.251, 0.223], [2.770, 1.671, -0.890], [2.038, 1.222, 0.306], [-0.034, -4.001, 0.100], [2.401, -3.705, -0.133], [-1.518, -2.062, 0.318], [3.373, -1.420, -0.053], [-4.003, 0.304, -0.510], [-2.653, -0.811, -1.049], [-2.413, 1.765, 0.594], [-0.095, 3.615, -0.801], [0.828, 3.818, 0.683], [-0.912, 3.447, 0.754]]
}

=====

Record 2
{
  "formula": "C12H24Br2O4",
  "method": "wB97M-V/def2-TZVPD",
  "e_lumo_ev": 0.291,
  "largest_force_ev_per_a": 13.94,
  "spin_multiplicity": 1,
  "orbital_gap_ev": 7.1,
  "e_homo_ev": -6.84,
  "species": ["C", "C", "O", "C", "H", "H", "H", "H", "H", "H", "C", "C", "O", "C", "H", "H", "H", "H", "H", "H", "O", "C", "O", "C", "C", "C", "H", "H", "H", "H", "H", "H", "H", "H", "Br", "C", "C", "Br", "H", "H", "H", "H"],
  "positions_angstrom": [[-11.758, 4.853, -4.197], [-11.777, 6.340, -3.918], [-11.385, 7.128, -4.762], [-12.212, 6.713, -2.569], [-12.314, 4.688, -5.120], [-12.290, 4.313, -3.414], [-10.744, 4.453, -4.177], [-11.488, 6.549, -1.772], [-13.069, 6.080, -2.341], [-12.479, 7.770, -2.555], [-7.703, 6.528, -3.290], [-8.106, 5.084, -3.708], [-7.423, 4.154, -3.348], [-9.495, 4.833, -4.299], [-8.273, 6.720, -2.381], [-7.888, 7.335, -4.000], [-6.642, 6.606, -3.056], [-10.130, 5.675, -4.021], [-9.889, 3.903, -3.889], [-9.465, 4.741, -5.384], [-11.104, 11.851, -4.837], [-10.774, 12.334, -5.855], [-9.520, 12.476, -6.289], [-8.462, 12.015, -5.455], [-8.209, 10.500, -5.667], [-11.820, 12.653, -6.899], [-8.470, 12.331, -4.412], [-7.550, 12.361, -5.941], [-8.148, 10.442, -6.753], [-9.071, 9.977, -5.254], [-7.293, 10.088, -5.242], [-11.917, 13.727, -7.057], [-12.769, 12.248, -6.548], [-11.657, 12.197, -7.876], [-11.539, 8.849, -1.428], [-10.717, 9.209, -3.230], [-9.372, 8.533, -3.217], [-8.671, 8.494, -5.102], [-10.690, 10.293, -3.341], [-11.356, 8.657, -3.919], [-9.454, 7.556, -2.740], [-8.670, 9.096, -2.602]]
}

=====

Record 3
{
  "formula": "C3H13NO3",
  "method": "wB97M-V/def2-TZVPD",
  "e_lumo_ev": [3.366, 3.228],
  "largest_force_ev_per_a": 2.66,
  "spin_multiplicity": 2,
  "charge": -1,
  "orbital_gap_ev": [2.5, 8.5],
  "relative_energy_kj_mol": 20.15,
  "e_homo_ev": [0.87, -5.26],
  "species": ["C", "C", "C", "N", "H", "H", "H", "H", "H", "H", "H", "H", "H", "O", "H", "H", "O", "H", "H", "O"],
  "positions_angstrom": [[0.113, -0.826, -2.800], [-0.280, -0.057, -1.520], [-1.450, 0.560, -1.366], [0.728, -0.091, -0.571], [-0.376, -0.278, -3.609], [-0.137, -1.878, -2.796], [1.189, -0.704, -2.949], [-1.499, 1.099, -0.388], [-2.260, 0.673, -2.046], [1.637, -0.491, -0.695], [0.501, 0.203, 0.367], [0.841, -0.046, 3.913], [0.725, -1.462, 3.369], [1.103, -0.591, 3.161], [-1.174, -2.757, 2.347], [-1.914, -2.155, 3.641], [-1.057, -2.374, 3.236], [-0.174, 3.517, -1.162], [0.885, 2.616, -1.746], [0.751, 3.511, -1.401]]
}